Computed, not measured: a 13-piece molecular cluster, C60H92F4O18 overall at a distorted geometry, with wB97M-V/def2-TZVPD.

Geometry as XYZ:
```
174
Properties=species:S:1:pos:R:3:forces:R:3
O 18.779 13.441 14.219 0.908 1.156 1.220
C 19.015 13.790 15.373 -0.484 -1.577 -1.533
O 20.007 14.603 15.779 0.678 0.667 -0.349
C 20.899 15.170 14.767 -0.969 0.239 -2.150
C 20.171 16.202 13.869 -0.742 0.391 1.244
C 18.224 13.190 16.499 -0.192 0.156 0.292
H 21.270 14.386 14.107 0.042 -0.355 0.383
H 21.747 15.722 15.171 -0.259 -0.564 0.906
H 19.831 16.964 14.570 -0.027 0.396 -0.006
H 19.245 15.875 13.395 0.322 -0.515 -0.129
H 20.792 16.719 13.137 0.289 -0.377 0.063
H 18.813 12.492 17.094 0.250 0.209 0.050
H 17.399 12.602 16.099 0.117 0.287 -0.123
H 17.840 13.965 17.163 0.029 -0.098 0.154
O 18.101 13.629 20.004 0.943 1.669 1.976
C 18.717 14.573 20.511 -0.428 -1.418 -1.197
O 18.726 14.936 21.855 -0.296 -1.221 -1.362
C 17.912 14.092 22.729 -1.143 0.010 -0.485
C 16.439 14.330 22.549 -0.981 0.896 -0.226
C 19.570 15.465 19.597 -0.146 0.229 1.180
H 18.114 14.327 23.774 0.818 -0.035 -0.313
H 17.963 13.024 22.515 1.237 0.088 -0.063
H 15.888 13.551 23.076 -0.044 -0.047 0.056
H 16.109 14.320 21.510 0.227 -0.265 -0.104
H 16.110 15.295 22.934 0.075 0.086 0.184
H 20.447 14.986 19.160 -0.086 -0.500 0.415
H 19.915 16.295 20.212 -0.014 0.311 -0.435
H 18.989 15.759 18.723 -0.235 0.210 0.309
O 9.156 11.127 10.607 0.717 -1.730 1.506
C 9.153 12.286 10.890 -0.469 0.313 -1.741
O 9.486 12.899 12.043 -0.597 -0.201 -1.218
C 10.195 12.149 12.981 2.196 -0.312 1.905
C 11.657 11.845 12.576 -1.023 -0.394 -0.189
C 8.687 13.183 9.797 -0.386 1.912 0.600
H 9.710 11.277 13.420 -0.459 -0.118 -0.718
H 10.326 12.820 13.830 -0.357 0.229 0.068
H 11.716 11.145 11.742 -0.101 0.257 -0.291
H 12.144 11.308 13.390 0.092 0.314 0.253
H 12.159 12.789 12.366 0.169 -0.222 -0.047
H 7.611 13.057 9.680 -0.037 -0.028 0.074
H 9.129 13.003 8.817 0.273 -0.257 0.393
H 8.874 14.204 10.131 -0.129 0.279 -0.476
O 14.082 7.651 14.067 0.416 1.932 -0.424
C 14.399 8.748 14.539 -0.729 -3.678 0.780
O 14.610 9.857 13.883 0.902 1.124 -1.124
C 14.660 9.760 12.444 -1.092 -0.976 -1.592
C 14.888 11.089 11.743 -0.277 -0.414 0.308
C 14.647 8.812 16.011 0.706 1.169 -0.583
H 13.718 9.307 12.135 -0.364 0.271 0.067
H 15.329 9.010 12.020 0.760 -0.096 1.066
H 15.510 11.675 12.419 -0.330 0.632 -0.311
H 13.926 11.492 11.426 0.232 0.707 0.719
H 15.394 10.997 10.782 0.416 -0.399 0.250
H 14.169 7.949 16.474 0.024 0.593 0.242
H 14.443 9.827 16.352 -0.764 -0.404 0.561
H 15.732 8.816 16.114 0.183 -0.505 0.083
O 17.520 9.744 17.592 0.378 1.031 0.525
C 17.863 8.792 18.230 -0.609 -2.056 0.197
O 18.369 8.725 19.490 0.078 0.060 -0.761
C 18.486 9.893 20.297 -0.797 0.377 0.511
C 17.102 10.467 20.663 1.125 0.196 -0.645
C 17.671 7.360 17.713 -0.380 0.333 -0.371
H 19.184 10.615 19.873 -0.322 0.150 -0.372
H 18.936 9.587 21.241 0.131 -0.455 -0.189
H 16.463 9.673 21.049 0.063 0.155 0.218
H 16.630 10.937 19.800 0.009 -0.014 0.123
H 17.349 11.239 21.391 -0.607 0.001 0.182
H 16.864 6.829 18.218 0.425 0.026 0.896
H 18.616 6.819 17.745 -0.253 -0.155 0.033
H 17.220 7.360 16.721 0.749 0.391 -0.316
O 11.750 9.459 16.584 -1.069 0.736 -0.483
C 10.870 10.295 16.427 1.381 -1.187 0.872
O 9.686 10.031 15.877 -1.163 1.004 -0.157
C 9.333 8.741 15.348 0.975 -0.799 -1.051
C 8.074 8.790 14.470 0.523 1.121 0.466
C 11.040 11.722 16.932 0.089 -0.553 -0.132
H 9.238 8.021 16.161 -0.008 0.116 0.066
H 10.170 8.435 14.720 0.155 -0.238 0.146
H 7.249 9.024 15.143 -0.413 -0.216 -0.498
H 7.920 7.934 13.813 0.032 -0.542 0.809
H 8.168 9.564 13.708 0.031 0.491 0.303
H 11.761 11.716 17.750 -0.206 -0.267 0.163
H 10.089 12.147 17.256 0.142 0.195 -0.277
H 11.572 12.307 16.181 -0.540 0.161 -0.293
O 15.708 13.892 10.549 1.986 1.106 0.976
C 16.339 14.604 11.331 -2.089 -0.105 0.017
O 17.630 14.998 11.233 -1.632 0.213 0.870
C 18.425 14.370 10.284 0.883 -1.066 -0.983
C 19.882 14.687 10.596 -0.598 -0.137 -0.553
C 15.667 15.180 12.607 0.853 -0.902 -1.122
H 18.116 14.610 9.267 0.082 0.536 -0.055
H 18.257 13.293 10.322 0.060 -0.181 0.278
H 20.481 14.173 9.844 0.223 -0.079 0.185
H 20.102 14.325 11.601 0.189 0.080 -0.082
H 20.086 15.753 10.502 -0.034 0.018 0.182
H 14.585 15.200 12.479 0.180 0.419 -0.186
H 16.156 16.117 12.874 -0.346 -0.059 0.193
H 15.835 14.412 13.362 0.264 0.140 0.320
O 11.108 16.350 19.915 -1.499 0.606 -2.822
C 10.416 16.488 18.885 0.051 -1.194 2.267
O 10.450 17.543 18.058 -0.728 -1.011 -0.178
C 11.300 18.611 18.405 2.094 -0.378 0.391
C 12.752 18.300 17.914 -0.344 0.148 -0.181
C 9.322 15.477 18.431 0.394 0.512 0.438
H 11.297 18.627 19.495 0.065 0.553 0.037
H 10.885 19.526 17.983 0.035 -0.200 -0.044
H 13.416 19.164 17.940 -0.174 0.210 0.133
H 12.777 17.942 16.885 -0.411 0.194 -0.159
H 13.267 17.509 18.460 -0.401 0.052 0.375
H 9.038 14.740 19.183 0.780 0.033 0.222
H 9.672 14.962 17.536 -0.145 0.085 -0.103
H 8.370 15.977 18.249 0.285 0.376 -0.491
O 12.038 13.199 24.662 2.076 -1.466 -1.120
C 13.009 12.472 24.396 -2.811 1.361 0.866
O 13.421 12.174 23.146 0.157 -0.291 0.904
C 12.861 12.766 21.961 -0.303 0.124 -0.616
C 12.741 11.705 20.871 0.100 0.046 0.348
C 13.859 11.898 25.525 0.282 0.805 -0.513
H 13.554 13.549 21.655 0.155 0.002 -0.038
H 11.904 13.274 22.080 -0.026 -0.256 0.718
H 13.716 11.267 20.657 0.001 -0.007 -0.119
H 12.345 12.170 19.969 0.124 0.027 -0.008
H 12.065 10.891 21.135 -0.038 0.090 0.234
H 14.855 12.230 25.234 0.410 -0.555 0.305
H 13.807 10.831 25.741 0.022 0.018 -0.630
H 13.611 12.416 26.452 -0.220 0.063 -0.246
F 10.921 15.618 14.409 -0.263 0.518 0.193
C 10.102 16.647 14.056 0.483 0.999 0.689
C 10.368 17.960 14.435 0.627 0.392 0.563
C 9.574 19.007 14.002 -1.295 -0.842 -1.691
C 8.482 18.731 13.134 0.280 -1.303 0.075
C 8.138 17.385 12.810 1.904 1.597 1.623
C 8.983 16.378 13.357 -2.451 -0.504 -1.633
H 11.173 18.224 15.105 0.357 -0.361 -0.081
H 9.809 20.047 14.176 0.162 -0.083 0.408
H 7.921 19.547 12.704 -0.111 0.061 0.060
H 7.278 17.185 12.188 0.060 -0.278 0.082
H 8.673 15.352 13.225 0.296 -0.259 -0.253
F 15.179 16.969 19.780 0.197 -0.051 -0.259
C 15.245 17.798 20.838 1.493 0.301 0.099
C 16.498 18.024 21.432 -0.791 0.442 0.713
C 16.579 18.803 22.625 -2.436 -1.279 -0.582
C 15.333 19.248 23.194 1.195 -0.594 -1.465
C 14.127 19.036 22.484 1.295 1.503 1.012
C 14.103 18.406 21.264 -0.890 -0.462 0.440
H 17.341 17.542 20.960 0.247 0.047 0.178
H 17.508 18.838 23.175 0.060 0.388 -0.096
H 15.364 19.790 24.128 -0.210 -0.015 0.049
H 13.234 19.528 22.842 -0.165 -0.215 0.167
H 13.155 18.291 20.761 0.077 -0.221 -0.211
F 13.358 13.602 14.553 0.815 -0.114 1.601
C 13.803 13.559 15.877 0.047 0.006 0.152
C 13.313 14.522 16.762 0.157 -1.015 -0.190
C 13.637 14.397 18.122 -0.164 0.435 -0.115
C 14.439 13.376 18.603 0.151 -0.806 -0.856
C 14.939 12.432 17.701 0.126 0.897 -0.797
C 14.669 12.551 16.326 -0.920 0.083 -0.029
H 12.615 15.238 16.354 -0.021 0.306 0.247
H 13.256 15.108 18.840 -0.205 0.197 -0.057
H 14.638 13.221 19.653 0.057 0.381 0.052
H 15.635 11.670 18.019 -0.111 -0.226 0.053
H 14.997 11.787 15.636 0.181 0.060 -0.172
F 13.815 18.923 14.648 0.649 -0.672 0.499
C 14.936 18.486 15.305 1.023 -0.792 0.087
C 15.184 17.121 15.570 -0.358 0.626 -0.122
C 16.323 16.743 16.293 -0.738 0.605 -0.738
C 17.260 17.704 16.615 0.120 0.476 0.832
C 17.066 19.048 16.311 -1.078 -0.084 -0.427
C 15.878 19.441 15.665 -0.005 -0.340 0.037
H 14.504 16.353 15.230 -0.228 0.096 0.018
H 16.448 15.714 16.597 -0.009 -0.112 -0.096
H 18.081 17.452 17.270 0.314 -0.156 -0.218
H 17.799 19.778 16.620 -0.026 0.102 -0.057
H 15.606 20.456 15.413 0.371 0.250 0.124
```
Forces are in eV/Å.

* electronic energy: -4095.2293 Eh
* multiplicity: 1
* E_HOMO: -9.32 eV
* LUMO level: 0.48 eV
* charge: 0
* orbital gap: 9.8 eV
* strongest force on any atom: 0.074 hartree/bohr

Löwdin atomic charge list, values in e, 99 entries: 0.076, -0.511, -0.013, -0.175, -0.074, 0.023, 0.111, 0.117, 0.063, 0.055, 0.079, 0.093, 0.071, 0.063, 0.058, -0.445, -0.019, -0.197, -0.077, 0.026, 0.126, 0.098, 0.071, 0.066, 0.078, 0.090, 0.079, 0.063, 0.118, -0.552, 0.004, -0.224, -0.055, 0.012, 0.103, 0.107, 0.074, 0.073, 0.080, 0.091, 0.094, 0.077, 0.066, -0.554, 0.010, -0.211, -0.057, 0.013, 0.114, 0.123, 0.081, 0.051, 0.080, 0.103, 0.058, 0.062, 0.102, -0.507, -0.020, -0.206, -0.049, 0.021, 0.121, 0.117, 0.088, 0.048, 0.054, 0.090, 0.087, 0.068, 0.086, -0.503, -0.018, -0.201, -0.054, 0.044, 0.125, 0.121, 0.077, 0.082, 0.059, 0.070, 0.086, 0.067, 0.071, -0.472, -0.019, -0.257, -0.055, 0.029, 0.126, 0.125, 0.078, 0.065, 0.077, 0.083, 0.077, 0.074, 0.048